No. 1
7 unconnected molecules or ions with the total composition C28H60N4O3 at a distorted geometry. Source: the OMol25 dataset; level of theory: ωB97M-V/def2-TZVPD.

CARTESIAN COORDINATES (ANGSTROEM)
C: 4.00 0.99 2.91
C: 2.73 1.81 3.00
N: 1.70 1.36 2.12
C: 1.27 -0.05 2.15
C: 0.65 -0.48 3.50
C: 0.57 2.23 2.28
C: 0.79 3.73 1.90
H: 3.86 -0.09 3.21
H: 4.71 1.31 3.67
H: 4.61 1.14 2.04
H: 2.38 1.85 3.98
H: 2.89 2.88 2.65
H: 0.53 -0.16 1.34
H: 2.06 -0.74 1.91
H: 0.46 -1.57 3.54
H: 1.42 -0.32 4.27
H: -0.18 0.12 3.77
H: 0.12 2.20 3.28
H: -0.19 1.73 1.64
H: -0.14 4.30 1.61
H: 1.49 3.84 1.05
H: 1.24 4.25 2.76
C: -1.47 0.94 -1.08
C: -2.81 1.35 -0.43
N: -3.58 2.23 -1.32
C: -3.00 3.57 -1.28
C: -3.06 4.28 0.16
C: -5.02 2.26 -1.25
C: -5.60 1.21 -2.23
H: -1.10 0.02 -0.56
H: -0.84 1.80 -1.24
H: -1.76 0.47 -2.04
H: -3.44 0.41 -0.22
H: -2.56 1.82 0.49
H: -3.54 4.15 -1.99
H: -1.92 3.55 -1.56
H: -2.74 3.63 0.92
H: -4.07 4.48 0.59
H: -2.49 5.18 0.32
H: -5.47 2.07 -0.32
H: -5.39 3.29 -1.53
H: -6.63 1.50 -2.45
H: -4.99 1.14 -3.10
H: -5.53 0.23 -1.76
C: 4.32 -3.59 -2.10
C: 4.98 -3.73 -0.67
C: 4.19 -2.75 0.13
O: 3.02 -2.47 -0.56
C: 3.36 -2.42 -1.92
H: 3.80 -4.51 -2.43
H: 5.16 -3.49 -2.80
H: 5.99 -3.32 -0.81
H: 5.03 -4.76 -0.38
H: 4.80 -1.85 0.21
H: 3.82 -2.96 1.13
H: 3.82 -1.41 -2.19
H: 2.45 -2.60 -2.52
C: 2.67 1.95 -2.46
C: 2.80 1.37 -1.05
C: 3.84 2.33 -0.46
O: 3.48 3.62 -0.99
C: 2.75 3.42 -2.22
H: 1.66 1.65 -2.82
H: 3.41 1.54 -3.20
H: 3.10 0.35 -1.04
H: 1.79 1.29 -0.49
H: 4.88 2.03 -0.73
H: 3.73 2.41 0.60
H: 3.25 4.07 -3.02
H: 1.75 3.83 -2.11
C: -3.06 -0.47 3.02
C: -4.49 -1.04 2.93
C: -4.46 -1.90 1.66
O: -3.13 -2.39 1.59
C: -2.26 -1.46 2.19
H: -2.72 -0.18 3.97
H: -3.06 0.48 2.42
H: -5.21 -0.22 2.99
H: -4.63 -1.55 3.90
H: -4.69 -1.40 0.80
H: -5.07 -2.82 1.63
H: -1.63 -0.96 1.48
H: -1.59 -2.09 2.80
C: -0.15 -3.13 -0.67
C: -0.06 -4.52 -1.11
N: 0.00 -5.55 -1.62
H: -0.22 -2.47 -1.58
H: 0.60 -2.75 0.02
H: -1.09 -3.04 -0.23
C: -1.06 -5.88 -4.63
C: -1.39 -4.49 -4.89
N: -1.69 -3.41 -5.03
H: -0.05 -5.84 -4.19
H: -0.98 -6.54 -5.47
H: -1.72 -6.30 -3.83

Values from the calculation:
LUMO energy   0.642 eV
SMILES string   CCN(CC)CC.CCN(CC)CC.C1CCOC1.C1CCOC1.C1CCOC1.CC#N.CC#N
HOMO-LUMO gap   8.98 eV
E_tot   -1547.41028 Eh

Löwdin population analysis, charges in e, atoms 1 to 5: C -0.072; C -0.278; N -0.204; C -0.221; C -0.071

No. 2
A molecular structure, C43H38GeLiN7S. Source: the OMol25 dataset; level of theory: ωB97M-V/def2-TZVPD.

CARTESIAN COORDINATES (ANGSTROEM)
Li: 0.56 -0.58 0.66
C: -5.08 0.53 3.89
C: -3.62 0.21 3.72
C: -2.62 1.07 4.19
C: -1.29 0.84 3.92
C: -0.84 -0.28 3.19
N: 0.48 -0.46 2.84
C: 1.43 -0.11 3.74
C: 1.28 -0.15 5.15
C: 2.26 0.27 6.03
C: 3.49 0.76 5.58
C: 4.58 1.20 6.53
C: 3.68 0.75 4.20
C: 2.70 0.32 3.32
N: 3.02 0.32 1.92
C: 3.11 1.40 1.11
C: 3.67 0.98 -0.08
C: 3.89 -0.40 0.12
N: 3.51 -0.79 1.33
C: -1.86 -1.13 2.74
C: -3.20 -0.88 2.99
N: -1.55 -2.29 1.95
C: -2.16 -3.49 1.98
C: -1.68 -4.22 0.91
C: -0.76 -3.35 0.28
N: -0.70 -2.19 0.91
H: -5.25 1.10 4.81
H: -5.68 -0.37 3.93
H: -5.44 1.14 3.06
H: -2.90 1.98 4.71
H: -0.55 1.56 4.24
H: 0.34 -0.51 5.54
H: 2.07 0.22 7.09
H: 4.15 1.54 7.48
H: 5.15 2.03 6.11
H: 5.29 0.40 6.75
H: 4.63 1.08 3.78
H: 2.73 2.36 1.42
H: 3.83 1.56 -0.97
H: 4.26 -1.13 -0.58
H: -3.94 -1.54 2.55
H: -2.87 -3.74 2.75
H: -1.95 -5.23 0.64
H: -0.16 -3.50 -0.60
C: 1.27 -1.12 -1.26
Ge: 0.74 -0.91 -3.07
C: 0.76 0.97 -3.63
C: -0.31 1.59 -4.28
C: -0.25 2.94 -4.63
C: 0.88 3.69 -4.34
C: 1.95 3.09 -3.69
C: 1.88 1.74 -3.34
C: 1.95 -1.83 -4.38
C: 2.16 -3.21 -4.25
C: 3.14 -3.87 -4.98
C: 3.95 -3.16 -5.86
C: 3.76 -1.79 -6.01
C: 2.76 -1.14 -5.27
C: -1.08 -1.55 -3.45
C: -1.37 -2.54 -4.40
C: -2.66 -3.04 -4.54
C: -3.69 -2.56 -3.73
C: -3.41 -1.58 -2.78
C: -2.12 -1.09 -2.64
H: 1.77 -2.11 -1.19
H: -1.20 1.02 -4.51
H: -1.10 3.40 -5.12
H: 0.92 4.74 -4.60
H: 2.83 3.67 -3.44
H: 2.71 1.29 -2.79
H: 1.55 -3.78 -3.55
H: 3.28 -4.94 -4.86
H: 4.73 -3.66 -6.42
H: 4.38 -1.23 -6.69
H: 2.63 -0.08 -5.40
H: -0.58 -2.91 -5.04
H: -2.87 -3.80 -5.28
H: -4.69 -2.96 -3.83
H: -4.20 -1.21 -2.14
H: -1.92 -0.35 -1.87
S: -0.94 1.65 0.24
C: -2.26 2.61 0.78
N: -1.96 3.96 1.00
C: -2.96 4.93 1.09
C: -4.24 4.48 1.31
C: -4.46 3.11 1.34
N: -3.48 2.18 1.00
H: -1.05 4.22 0.65
H: -2.67 5.97 1.01
H: -5.05 5.18 1.45
H: -5.45 2.71 1.54

Values from the calculation:
Relative energy (zero: lowest compared OMol25 entry of this formula, charge and spin)   0.4927 eV
LUMO energy (spin up / spin down)   4.380 / 4.380 eV
Total charge   -2
HOMO-LUMO gap (spin up / spin down)   5.79 / 4.49 eV
E_tot   -4527.26032 Eh

Löwdin population analysis, charges in e, atoms 1 to 5: Li 0.405; C -0.068; C -0.304; C -0.061; C -0.040

No. 3
A molecular structure, C18H7Cl5N3O2Tl. Source: the OMol25 dataset; level of theory: ωB97M-V/def2-TZVPD.

CARTESIAN COORDINATES (ANGSTROEM)
Tl: -0.50 2.07 1.36
O: -1.32 -5.60 0.24
N: -0.49 -5.23 1.03
O: 0.08 -5.95 1.83
C: -0.07 -3.81 0.99
C: 1.23 -3.58 1.26
C: 1.75 -2.25 1.18
C: 3.11 -1.99 1.39
C: 3.57 -0.70 1.28
C: 2.64 0.30 0.97
N: 1.36 0.08 0.77
C: 0.90 -1.18 0.86
C: -0.51 -1.44 0.61
N: -1.30 -0.39 0.32
C: -2.57 -0.59 0.07
C: -3.16 -1.86 0.11
C: -2.38 -2.95 0.40
C: -1.01 -2.76 0.65
H: 1.87 -4.40 1.52
H: 3.78 -2.80 1.64
H: 4.61 -0.45 1.43
H: 2.96 1.33 0.89
H: -3.16 0.28 -0.17
H: -4.21 -1.97 -0.10
H: -2.81 -3.93 0.44
Cl: -2.94 2.97 -0.54
C: -1.47 3.72 -1.21
C: -0.25 3.31 -0.72
C: 0.84 3.96 -1.24
Cl: 2.44 3.54 -0.61
C: 0.76 4.94 -2.22
Cl: 2.18 5.70 -2.85
C: -0.49 5.30 -2.70
Cl: -0.63 6.50 -3.93
C: -1.63 4.69 -2.19
Cl: -3.19 5.15 -2.76

Values from the calculation:
LUMO energy   -1.250 eV
HOMO-LUMO gap   6.71 eV
E_tot   -3478.25333 Eh

Löwdin population analysis, charges in e, atoms 1 to 5: Tl 0.746; O 0.086; N -0.343; O 0.093; C -0.070

No. 4
6 unconnected molecules or ions with the total composition C18H27F3O18 at a distorted geometry. Source: the OMol25 dataset; level of theory: ωB97M-V/def2-TZVPD.

CARTESIAN COORDINATES (ANGSTROEM)
O: -2.27 -3.21 1.61
C: -3.07 -3.90 2.29
O: -3.11 -4.08 3.64
C: -3.98 -5.25 3.94
C: -4.80 -5.32 2.63
F: -5.99 -4.82 2.89
O: -4.03 -4.66 1.69
H: -3.38 -6.15 4.07
H: -4.57 -4.94 4.80
H: -4.97 -6.36 2.34
O: -3.59 -1.09 -0.33
C: -3.07 0.00 -0.36
O: -3.72 1.20 -0.11
C: -2.89 2.35 -0.33
C: -1.55 1.54 -0.30
F: -0.94 1.79 0.89
O: -1.89 0.26 -0.56
H: -3.14 2.57 -1.37
H: -3.11 3.02 0.50
H: -0.85 1.79 -1.10
O: 3.65 5.94 -5.82
C: 2.60 5.42 -6.23
O: 1.77 5.80 -7.23
C: 0.60 5.01 -7.20
C: 1.09 3.80 -6.50
F: 1.58 2.89 -7.38
O: 2.14 4.30 -5.73
H: -0.27 5.57 -6.82
H: 0.38 4.77 -8.24
H: 0.19 3.42 -6.01
C: 2.33 1.45 1.46
O: 3.41 1.29 2.38
C: 4.43 0.46 2.10
O: 4.47 -0.41 1.18
O: 5.35 0.59 3.04
C: 6.59 -0.11 3.07
H: 1.49 2.02 1.87
H: 1.90 0.49 1.16
H: 2.64 1.90 0.52
H: 6.70 -0.72 3.96
H: 7.49 0.48 3.20
H: 6.79 -0.77 2.22
C: -2.32 0.92 3.48
O: -1.59 0.01 2.73
C: -1.05 -1.02 3.43
O: -1.11 -1.30 4.60
O: -0.16 -1.56 2.58
C: 0.57 -2.74 2.93
H: -1.57 1.59 3.90
H: -2.87 0.60 4.37
H: -3.02 1.35 2.76
H: 0.82 -2.84 3.98
H: 1.57 -2.81 2.51
H: -0.04 -3.59 2.65
C: 0.74 0.68 -4.19
O: 0.75 -0.52 -3.46
C: 0.87 -0.51 -2.05
O: 1.29 0.43 -1.30
O: 0.56 -1.73 -1.66
C: 0.42 -2.06 -0.24
H: 0.56 0.67 -5.27
H: 1.75 1.08 -4.16
H: 0.06 1.40 -3.75
H: -0.54 -1.73 0.15
H: 1.23 -1.55 0.30
H: 0.71 -3.10 -0.09

Values from the calculation:
Relative energy (zero: lowest compared OMol25 entry of this formula, charge and spin)   4.3857 eV
LUMO energy   0.124 eV
SMILES string   O=C1OC[C@@H](F)O1.O=C1OC[C@@H](F)O1.O=C1OC[C@@H](F)O1.COC(=O)OC.COC(=O)OC.COC(=O)OC
HOMO-LUMO gap   10.41 eV
E_tot   -2355.92380 Eh

Löwdin population analysis, charges in e, atoms 1 to 5: O 0.116; C -0.436; O 0.057; C 0.014; C -0.370

No. 5
2 unconnected molecules or ions with the total composition C11H15N at a distorted geometry. Source: the OMol25 dataset; level of theory: ωB97M-V/def2-TZVPD.

CARTESIAN COORDINATES (ANGSTROEM)
C: -0.54 -2.85 1.00
C: 0.43 -4.04 1.26
H: 0.11 -2.16 0.59
H: -1.16 -3.28 0.19
H: -1.26 -2.84 1.83
H: -0.15 -4.85 1.80
H: 1.17 -3.81 2.00
H: 1.05 -4.56 0.37
C: 0.57 4.01 0.57
C: 0.48 0.65 -1.17
C: -0.23 1.76 -0.48
C: 0.72 2.66 -0.09
C: 1.93 2.22 -0.60
C: -0.03 -0.60 -1.53
C: -1.37 -0.70 -1.13
C: -1.65 1.63 -0.24
C: -2.19 0.41 -0.46
N: 1.82 0.97 -1.09
H: 2.50 0.42 -1.54
H: 0.54 -1.47 -1.88
H: 2.98 2.57 -0.51
H: -1.93 -1.67 -1.12
H: -2.32 2.53 -0.14
H: 1.19 3.95 1.45
H: -0.43 4.07 1.15
H: -3.19 0.10 -0.19
H: 0.98 4.87 -0.03

Values from the calculation:
Relative energy (zero: lowest compared OMol25 entry of this formula, charge and spin)   2.4345 eV
LUMO energy (spin up / spin down)   3.663 / 3.558 eV
Total charge   -1
HOMO-LUMO gap (spin up / spin down)   2.99 / 6.15 eV
E_tot   -482.78062 Eh
Multiplicity   2

Löwdin population analysis, charges in e, atoms 1 to 5: C -0.163; C -0.216; H 0.014; H 0.058; H 0.076

No. 6
2 unconnected molecules or ions with the total composition C3H4Br2 at a distorted geometry. Source: the OMol25 dataset; level of theory: ωB97M-V/def2-TZVPD.

CARTESIAN COORDINATES (ANGSTROEM)
C: 0.56 -1.63 -0.04
C: 0.92 -0.39 -0.06
C: -0.82 1.41 0.07
Br: 2.63 0.50 -0.22
Br: -2.32 0.41 -0.22
H: 1.16 -2.56 0.09
H: -0.51 -1.81 -0.08
H: -0.77 1.79 1.14
H: -0.85 2.28 -0.67

Values from the calculation:
Relative energy (zero: lowest compared OMol25 entry of this formula, charge and spin)   3.5914 eV
LUMO energy (spin up / spin down)   -0.605 / -0.689 eV
HOMO-LUMO gap (spin up / spin down)   8.23 / 8.11 eV
E_tot   -5264.56590 Eh

Löwdin population analysis, charges in e, atoms 1 to 5: C -0.141; C -0.633; C -0.582; Br 0.589; Br 0.634

No. 7
C4H8O in the gas phase. Source: the OMol25 dataset; level of theory: ωB97M-V/def2-TZVPD.

CARTESIAN COORDINATES (ANGSTROEM)
C: -1.24 -0.64 0.59
C: -0.14 0.01 -0.23
O: -0.64 0.47 -1.46
C: 1.27 -0.46 -0.37
C: 0.98 0.84 0.35
H: -1.11 -0.59 1.67
H: -1.39 -1.69 0.30
H: -2.15 -0.10 0.33
H: -1.20 1.24 -1.26
H: 1.62 -1.31 0.21
H: 1.67 -0.39 -1.38
H: 1.13 0.87 1.42
H: 1.21 1.76 -0.18

Values from the calculation:
Relative energy (zero: lowest compared OMol25 entry of this formula, charge and spin)   1.0368 eV
LUMO energy   1.050 eV
SMILES string   CC1(O)CC1
HOMO-LUMO gap   10.82 eV
E_tot   -232.40753 Eh

Löwdin population analysis, charges in e, atoms 1 to 5: C -0.011; C -0.579; O -0.012; C -0.075; C -0.078

No. 8
C5H10S in the gas phase at a distorted geometry. Source: the OMol25 dataset; level of theory: ωB97M-V/def2-TZVPD.

CARTESIAN COORDINATES (ANGSTROEM)
C: -2.66 0.19 0.06
S: -1.34 -0.81 -0.57
C: 0.01 -0.20 0.46
C: 1.29 -1.13 0.34
C: 1.85 -0.07 -0.63
C: 0.81 0.92 -0.22
H: -2.85 1.04 -0.58
H: -3.62 -0.25 0.16
H: -2.40 0.64 1.03
H: -0.28 0.01 1.48
H: 1.93 -1.19 1.25
H: 1.13 -2.18 0.05
H: 2.90 0.27 -0.54
H: 1.77 -0.46 -1.71
H: 1.10 1.78 0.47
H: 0.34 1.45 -1.06

Values from the calculation:
Relative energy (zero: lowest compared OMol25 entry of this formula, charge and spin)   1.3510 eV
LUMO energy   1.077 eV
SMILES string   CSC1CCC1
HOMO-LUMO gap   9.47 eV
E_tot   -594.64543 Eh

Löwdin population analysis, charges in e, atoms 1 to 5: C -0.433; S 0.847; C -0.591; C -0.190; C -0.228

No. 9
A molecular structure, C25H28N3O6PtS3 at a distorted geometry. Source: the OMol25 dataset; level of theory: ωB97M-V/def2-TZVPD.

CARTESIAN COORDINATES (ANGSTROEM)
Pt: 0.41 0.19 0.05
N: 2.04 -1.17 0.51
N: 2.80 -1.65 -0.56
C: 2.85 -0.93 -1.68
N: 3.59 -1.40 -2.69
S: 2.02 0.53 -1.80
H: 2.62 -0.75 1.23
H: 1.37 -1.87 0.92
H: 3.22 -2.56 -0.48
H: 4.20 -2.19 -2.58
H: 3.67 -0.84 -3.52
O: -0.72 1.35 -1.82
S: -1.00 1.00 -3.27
C: -2.79 1.22 -3.47
C: -3.52 0.92 -2.16
C: -3.60 2.14 -1.24
C: -4.08 1.78 0.16
S: -2.74 1.36 1.30
O: -1.87 0.36 0.55
C: -1.94 2.97 1.29
C: -0.61 3.10 0.93
C: -0.03 4.36 0.84
C: -0.78 5.48 1.15
C: -2.09 5.35 1.59
C: -2.67 4.10 1.67
C: -0.99 -0.78 -3.46
C: -1.14 -1.65 -2.39
C: -1.16 -3.02 -2.63
C: -1.03 -3.50 -3.93
C: -0.87 -2.62 -4.99
C: -0.85 -1.25 -4.76
H: -3.07 0.55 -4.28
H: -2.95 2.25 -3.80
H: -3.03 0.10 -1.65
H: -4.54 0.58 -2.39
H: -4.29 2.87 -1.68
H: -2.63 2.62 -1.18
H: -4.74 0.92 0.17
H: -4.60 2.61 0.65
H: -0.03 2.20 0.74
H: 1.01 4.45 0.55
H: -0.33 6.47 1.06
H: -2.66 6.22 1.86
H: -3.69 4.00 2.03
H: -1.27 -1.28 -1.38
H: -1.28 -3.70 -1.80
H: -1.06 -4.57 -4.11
H: -0.77 -2.99 -6.00
H: -0.71 -0.56 -5.58
O: 0.18 -2.30 1.93
C: 0.04 -1.25 2.57
O: 0.24 -0.06 2.09
C: -0.37 -1.29 4.00
C: -0.87 -0.16 4.62
C: -1.26 -0.18 5.96
C: -1.12 -1.37 6.63
O: -1.42 -1.65 7.92
C: -1.04 -3.01 8.14
O: -0.57 -3.54 6.90
C: -0.61 -2.50 6.01
C: -0.23 -2.51 4.69
H: -0.94 0.76 4.06
H: -1.67 0.69 6.46
H: -1.90 -3.58 8.48
H: -0.23 -3.05 8.88
H: 0.14 -3.39 4.20

Values from the calculation:
Relative energy (zero: lowest compared OMol25 entry of this formula, charge and spin)   2.2843 eV
LUMO energy (spin up / spin down)   -3.620 / -3.603 eV
Total charge   +1
HOMO-LUMO gap (spin up / spin down)   6.48 / 6.50 eV
E_tot   -2898.74573 Eh

Löwdin population analysis, charges in e, atoms 1 to 5: Pt 0.952; N -0.047; N -0.029; C -0.802; N 0.134